Entry 1
# C5H8N

A structure of composition C5H8N (ωB97M-V/def2-TZVPD, the Open Molecules 2025 dataset).

Gap between HOMO and LUMO, Eh: 0.3516
Charge: +1
Highest occupied orbital energy, eV: -13.4

Cartesian coordinates (Å):
C1 -1.243 1.098 0.144
C2 -2.190 -0.104 -0.063
C3 -1.288 -1.018 0.186
C4 0.917 -0.576 0.123
C5 -0.235 -0.052 0.255
N1 2.240 0.233 -0.009
H1 -1.040 1.730 -0.669
H2 -1.350 1.532 1.145
H3 -3.175 -0.202 -0.543
H4 -1.350 -2.158 0.083
H5 1.123 -1.565 -0.054
H6 2.243 1.282 0.050
H7 2.321 0.146 -1.065
H8 3.027 -0.347 0.417


Entry 2
# C5H8N

A structure of composition C5H8N (ωB97M-V/def2-TZVPD, the Open Molecules 2025 dataset).

Gap between HOMO and LUMO, Eh: 0.3181
Charge: +1
Highest occupied orbital energy, eV: -13.5

Cartesian coordinates (Å):
C1 0.535 -0.014 -0.922
C2 1.696 -0.343 0.322
C3 0.358 0.545 0.898
C4 1.412 -0.937 -1.087
C5 -2.132 0.752 0.445
N1 -0.583 0.191 -0.161
H1 2.634 0.381 0.291
H2 1.671 -1.179 1.142
H3 0.220 0.217 1.994
H4 0.514 1.625 0.850
H5 2.140 -1.258 -1.862
H6 -1.655 1.083 1.385
H7 -3.054 0.175 0.503
H8 -2.225 1.625 -0.142


Entry 3
# C5H8N

A cluster of 2 separate species, C5H8N in total (ωB97M-V/def2-TZVPD, the Open Molecules 2025 dataset).

Gap between HOMO and LUMO (alpha / beta), Eh: 0.3089 / 0.3089
Charge: +1
Highest occupied orbital energy (alpha / beta), eV: -13.0 / -13.0

Cartesian coordinates (Å):
C1 -1.229 0.853 0.577
C2 1.146 -0.614 0.856
C3 -1.074 -0.595 0.250
C4 -0.153 -0.055 1.189
C5 0.294 -0.655 -0.440
N1 0.651 0.456 -1.379
H1 -0.983 1.633 -0.201
H2 -1.936 0.892 1.451
H3 2.018 -0.005 0.707
H4 1.341 -1.647 1.306
H5 -2.372 -2.025 0.344
H6 0.657 1.261 -0.709
H7 0.012 0.315 -2.219
H8 1.629 0.187 -1.732


Entry 4
# C5H8N

A structure of composition C5H8N (ωB97M-V/def2-TZVPD, the Open Molecules 2025 dataset).

Gap between HOMO and LUMO, Eh: 0.3901
Charge: +1
Highest occupied orbital energy, eV: -15.4

Cartesian coordinates (Å):
C1 -0.448 1.387 0.164
C2 0.898 0.123 -0.485
C3 -0.061 -0.321 0.393
C4 2.271 0.136 -0.216
C5 -2.654 0.063 0.126
N1 -1.263 0.440 0.171
H1 0.615 0.478 -1.507
H2 0.162 -0.798 1.413
H3 2.619 1.216 -0.249
H4 2.889 -0.405 -0.984
H5 2.558 -0.378 0.744
H6 -3.213 0.534 0.902
H7 -2.551 -1.030 0.261
H8 -3.130 0.305 -0.846


Most stable structure - entry 1; separation to the second - 1.243 eV.


Entry 1
# C5H8N

The ion C5H8N with charge +1 (ωB97M-V/def2-TZVPD, the Open Molecules 2025 dataset).

Gap between HOMO and LUMO, Eh: 0.3724
SMILES: C=C[C@H]1[NH+]=C1C
Charge: +1
Highest occupied orbital energy, eV: -14.7

Cartesian coordinates (Å):
C1 1.017 -2.063 -1.193
C2 0.958 -0.750 -1.468
C3 0.943 0.057 -0.264
N1 -0.101 1.297 -0.398
C4 -0.394 0.220 0.135
C5 -1.389 -0.178 1.082
H1 1.355 -2.755 -1.954
H2 1.039 -2.480 -0.272
H3 1.597 -0.538 -2.342
H4 1.616 -0.137 0.518
H5 -0.069 2.140 -0.913
H6 -1.434 -1.285 1.094
H7 -2.334 0.307 0.895
H8 -0.974 0.128 2.110


Entry 2
# C5H8N

A cluster of 2 separate species, C5H8N in total (ωB97M-V/def2-TZVPD, the Open Molecules 2025 dataset).

Gap between HOMO and LUMO, Eh: 0.4537
Charge: +1
Highest occupied orbital energy, eV: -15.4

Cartesian coordinates (Å):
C1 1.845 -0.147 -1.705
C2 2.514 -0.190 -0.669
C3 -1.496 0.760 -0.239
C4 -0.892 -0.764 1.314
C5 -0.851 0.677 1.021
N1 -0.415 -0.178 -0.019
H1 1.246 0.345 -2.423
H2 -0.225 1.323 1.558
H3 3.228 -0.674 -0.069
H4 -2.389 0.289 -0.341
H5 -1.269 1.501 -1.032
H6 -0.051 -1.326 1.854
H7 -1.781 -1.189 1.164
H8 0.537 -0.428 -0.415


Entry 3
# C5H8N

The ion C5H8N with charge +1 (ωB97M-V/def2-TZVPD, the Open Molecules 2025 dataset).

Gap between HOMO and LUMO, Eh: 0.3249
SMILES: C=C[C@H]1[NH+]=C1C
Charge: +1
Highest occupied orbital energy, eV: -14.4

Cartesian coordinates (Å):
C1 -1.481 1.678 -1.335
C2 -0.494 1.278 -0.584
C3 0.033 -0.118 -0.656
N1 1.499 -0.141 -0.270
C4 0.635 -0.800 0.475
C5 0.355 -1.488 1.749
H1 -1.728 2.723 -1.435
H2 -1.811 0.904 -2.052
H3 0.017 1.912 0.132
H4 -0.400 -0.698 -1.454
H5 2.299 -0.473 -0.747
H6 0.807 -0.743 2.388
H7 0.974 -2.469 1.870
H8 -0.707 -1.563 1.920


Most stable structure - entry 3; separation to the second - 1.175 eV.


Entry 1
# C3H9NO3

A cluster of 2 separate species, C3H9NO3 in total (ωB97M-V/def2-TZVPD, the Open Molecules 2025 dataset).

Gap between HOMO and LUMO, Eh: 0.3919
SMILES: O=CNCCO.O
Charge: 0
Highest occupied orbital energy, eV: -9.9

Cartesian coordinates (Å):
O1 2.149 1.703 -0.689
C1 1.011 1.404 -0.374
N1 0.382 0.219 -0.556
C2 -1.044 -0.038 -0.564
C3 -1.691 -0.573 0.773
O2 -3.003 -0.050 0.838
H1 0.161 2.125 -0.183
H2 0.980 -0.609 -0.325
H3 -1.579 0.827 -0.876
H4 -1.211 -0.668 -1.398
H5 -1.612 -1.604 0.795
H6 -1.119 -0.184 1.638
H7 -3.488 -0.331 1.600
O3 3.137 -0.917 0.080
H8 3.765 -1.342 -0.547
H9 3.163 0.038 -0.211


Entry 2
# C3H9NO3

The molecule C3H9NO3 (ωB97M-V/def2-TZVPD, the Open Molecules 2025 dataset).

Gap between HOMO and LUMO, Eh: 0.3911
SMILES: CN(O)CC(O)O
Charge: 0
Highest occupied orbital energy, eV: -9.9

Cartesian coordinates (Å):
C1 -0.378 -1.049 1.248
N1 -0.623 0.333 0.850
O1 -2.193 0.473 0.969
C2 -0.531 0.571 -0.568
C3 1.031 0.411 -1.097
O2 1.963 1.021 -0.254
O3 1.380 -0.937 -1.279
H1 -0.834 -1.234 2.226
H2 0.695 -1.218 1.380
H3 -0.791 -1.775 0.540
H4 -2.279 1.261 1.535
H5 -1.160 -0.099 -1.167
H6 -0.765 1.621 -0.766
H7 1.053 0.928 -2.062
H8 1.741 0.724 0.643
H9 1.689 -1.029 -2.196


Entry 3
# C3H9NO3

A cluster of 2 separate species, C3H9NO3 in total (ωB97M-V/def2-TZVPD, the Open Molecules 2025 dataset).

Gap between HOMO and LUMO, Eh: 0.3852
SMILES: NC(=O)CCO.O
Charge: 0
Highest occupied orbital energy, eV: -9.7

Cartesian coordinates (Å):
N1 0.291 -2.424 -1.428
C1 0.822 -1.388 -0.619
O1 1.929 -1.517 -0.253
C2 -0.122 -0.310 -0.253
C3 0.291 1.204 -0.655
O2 0.315 1.930 0.507
H1 0.907 -3.338 -1.479
H2 -0.640 -2.590 -1.501
H3 -1.108 -0.522 -0.566
H4 -0.177 -0.167 0.890
H5 1.202 1.291 -1.151
H6 -0.433 1.718 -1.303
H7 1.032 1.948 1.037
O3 -1.265 1.118 2.248
H8 -2.117 1.030 2.506
H9 -0.928 2.016 2.020


Most stable structure - entry 1; separation to the second - 0.600 eV.


Entry 1
# C3H9NO3

A cluster of 2 separate species, C3H9NO3 in total (ωB97M-V/def2-TZVPD, the Open Molecules 2025 dataset).

Gap between HOMO and LUMO, Eh: 0.3592
SMILES: CC(C)=O.NOO
Charge: 0
Highest occupied orbital energy, eV: -9.0

Cartesian coordinates (Å):
C1 -0.961 1.213 0.878
C2 -0.835 -0.156 0.252
C3 -1.441 -0.283 -1.121
O1 -0.662 -1.152 0.948
H1 -2.001 1.533 0.888
H2 -0.386 1.917 0.279
H3 -0.589 1.199 1.900
H4 -2.009 -1.205 -1.224
H5 -2.045 0.570 -1.416
H6 -0.616 -0.338 -1.830
N1 2.063 -1.110 0.891
O2 1.802 0.140 0.223
O3 1.689 0.195 -1.247
H7 1.305 -1.211 1.571
H8 2.235 -2.041 0.513
H9 2.451 0.730 -1.505


Entry 2
# C3H9NO3

A cluster of 2 separate species, C3H9NO3 in total (ωB97M-V/def2-TZVPD, the Open Molecules 2025 dataset).

Gap between HOMO and LUMO, Eh: 0.3701
SMILES: O=CNCCO.O
Charge: 0
Highest occupied orbital energy, eV: -9.6

Cartesian coordinates (Å):
O1 1.408 -1.386 2.265
C1 1.262 -0.213 1.953
N1 0.171 0.193 1.256
C2 0.137 1.436 0.517
C3 -0.430 1.246 -0.887
O2 -1.403 0.203 -0.814
H1 1.950 0.499 2.423
H2 -0.421 -0.513 0.841
H3 -0.459 2.180 1.046
H4 1.072 1.914 0.399
H5 -0.813 2.164 -1.324
H6 0.410 0.873 -1.485
H7 -1.641 -0.012 -1.722
O3 -0.627 -1.282 -3.089
H8 0.107 -1.625 -2.592
H9 -1.398 -1.529 -2.575


Most stable structure - entry 2; separation to the second - 4.825 eV.


Entry 1
# C3H9NO3

The molecule C3H9NO3 (ωB97M-V/def2-TZVPD, the Open Molecules 2025 dataset).

Gap between HOMO and LUMO, Eh: 0.3882
SMILES: C[C@@H](CO)N(O)O
Charge: 0
Highest occupied orbital energy, eV: -9.9

Cartesian coordinates (Å):
C1 0.251 1.295 -0.762
C2 0.072 0.381 0.459
C3 -1.420 0.060 0.707
O1 -2.097 -0.369 -0.472
N1 0.874 -0.871 0.398
O2 0.455 -1.609 -0.778
O3 2.248 -0.459 0.181
H1 -0.397 2.174 -0.679
H2 1.282 1.658 -0.837
H3 0.007 0.788 -1.701
H4 0.423 0.925 1.345
H5 -1.532 -0.721 1.468
H6 -1.936 0.952 1.077
H7 -1.459 -0.931 -0.951
H8 0.559 -2.527 -0.464
H9 2.670 -0.746 1.009


Entry 2
# C3H9NO3

A cluster of 2 separate species, C3H9NO3 in total (ωB97M-V/def2-TZVPD, the Open Molecules 2025 dataset).

Gap between HOMO and LUMO, Eh: 0.3872
SMILES: NC(=O)CCO.O
Charge: 0
Highest occupied orbital energy, eV: -10.1

Cartesian coordinates (Å):
N1 0.900 -1.416 1.477
C1 1.272 -0.218 0.784
O1 2.455 0.149 0.728
C2 0.151 0.550 0.141
C3 0.485 1.935 -0.725
O2 -0.373 2.302 -1.828
H1 1.571 -1.432 2.195
H2 -0.117 -1.468 1.742
H3 -0.245 -0.194 -0.534
H4 -0.765 0.861 0.732
H5 0.555 2.870 -0.052
H6 1.466 1.806 -1.170
H7 -0.019 1.852 -2.662
O3 -3.666 -2.863 -0.248
H8 -4.283 -2.150 0.025
H9 -3.237 -2.535 -1.028


Entry 3
# C3H9NO3

A cluster of 2 separate species, C3H9NO3 in total (ωB97M-V/def2-TZVPD, the Open Molecules 2025 dataset).

Gap between HOMO and LUMO, Eh: 0.3781
SMILES: O=CCNCO.O
Charge: 0
Highest occupied orbital energy, eV: -9.8

Cartesian coordinates (Å):
O1 0.814 -0.523 -2.104
C1 -0.011 -1.395 -1.999
C2 -0.909 -1.518 -0.792
N1 -0.124 -1.492 0.477
C3 0.375 -0.194 0.854
O2 -0.681 0.735 1.165
H1 -0.217 -2.058 -2.863
H2 -1.394 -2.461 -0.778
H3 -1.632 -0.697 -0.790
H4 -0.781 -1.826 1.170
H5 0.823 -0.345 1.832
H6 1.137 0.158 0.176
H7 -0.885 1.314 0.421
O3 0.638 3.409 1.747
H8 -0.050 3.882 1.276
H9 0.420 2.468 1.671


Most stable structure - entry 2; separation to the second - 0.239 eV.


Entry 1
# C3H9NO3

A cluster of 2 separate species, C3H9NO3 in total (ωB97M-V/def2-TZVPD, the Open Molecules 2025 dataset).

Gap between HOMO and LUMO, Eh: 0.3841
SMILES: N[C@@H](C=O)CO.O
Charge: 0
Highest occupied orbital energy, eV: -9.9

Cartesian coordinates (Å):
N1 1.659 0.965 0.735
C1 0.153 0.526 0.971
C2 -0.611 1.528 1.835
O1 -1.813 1.508 2.035
C3 -0.568 0.428 -0.473
O2 -1.523 -0.722 -0.513
H1 2.296 0.375 1.307
H2 1.980 0.723 -0.221
H3 0.357 -0.527 1.379
H4 -0.039 2.384 2.232
H5 0.252 0.288 -1.235
H6 -1.194 1.316 -0.585
H7 -2.463 -0.494 -0.405
O3 0.725 -3.008 -2.485
H8 0.162 -3.100 -1.674
H9 0.627 -2.192 -2.902


Entry 2
# C3H9NO3

A cluster of 2 separate species, C3H9NO3 in total (ωB97M-V/def2-TZVPD, the Open Molecules 2025 dataset).

Gap between HOMO and LUMO, Eh: 0.4043
SMILES: NC(=O)O.CCO
Charge: 0
Highest occupied orbital energy, eV: -10.3

Cartesian coordinates (Å):
N1 0.097 0.958 -1.696
C1 1.312 0.543 -1.184
O1 2.134 1.249 -0.672
O2 1.564 -0.783 -1.352
H1 -0.057 1.934 -1.490
H2 -0.691 0.384 -1.431
H3 0.874 -1.153 -1.922
C2 -2.700 -0.601 1.344
C3 -1.383 -0.560 2.091
O3 -0.327 -0.569 1.134
H4 -2.774 -1.457 0.676
H5 -3.519 -0.632 2.064
H6 -2.812 0.320 0.769
H7 -1.289 -1.422 2.763
H8 -1.330 0.349 2.699
H9 0.487 -0.345 1.559


Most stable structure - entry 2; separation to the second - 2.344 eV.


Entry 1
# C4H8N2S

A cluster of 2 separate species, C4H8N2S in total (ωB97M-V/def2-TZVPD, the Open Molecules 2025 dataset).

Gap between HOMO and LUMO, Eh: 0.3174
SMILES: CC(C)C=S.N#N
Charge: 0
Highest occupied orbital energy, eV: -8.5

Cartesian coordinates (Å):
C1 -0.266 1.119 -0.581
C2 0.149 0.390 0.664
C3 1.722 0.583 0.799
C4 -0.236 -1.030 0.484
S1 0.706 -2.285 0.572
H1 0.229 2.077 -0.527
H2 -1.302 1.096 -0.746
H3 0.139 0.714 -1.466
H4 -0.302 0.722 1.545
H5 1.940 0.540 1.837
H6 1.976 1.534 0.504
H7 2.320 -0.044 0.285
H8 -1.307 -1.215 0.575
N1 -2.969 -2.624 -2.136
N2 -2.797 -1.576 -1.809


Entry 2
# C4H8N2S

The molecule C4H8N2S (ωB97M-V/def2-TZVPD, the Open Molecules 2025 dataset).

Gap between HOMO and LUMO, Eh: 0.3501
SMILES: [H]/N=C\N(C=C)SC
Charge: 0
Highest occupied orbital energy, eV: -8.8

Cartesian coordinates (Å):
H1 -2.869 0.084 0.453
N1 -2.537 -0.887 0.348
C1 -1.343 -1.012 -0.083
N2 -0.424 0.004 -0.340
C2 -0.684 1.324 -0.006
C3 0.202 2.302 0.121
S1 1.169 -0.477 -0.661
C4 1.875 -0.741 0.961
H2 -0.922 -1.983 -0.287
H3 -1.772 1.543 0.165
H4 -0.151 3.255 0.387
H5 1.230 2.138 0.008
H6 2.992 -1.017 0.769
H7 1.828 0.141 1.610
H8 1.382 -1.578 1.468


Entry 3
# C4H8N2S

The molecule C4H8N2S (ωB97M-V/def2-TZVPD, the Open Molecules 2025 dataset).

Gap between HOMO and LUMO, Eh: 0.3573
SMILES: CN(C)S[C@@H]1C=N1
Charge: 0
Highest occupied orbital energy, eV: -8.9

Cartesian coordinates (Å):
C1 0.984 -0.581 1.417
N1 0.639 -1.009 0.061
C2 0.942 0.043 -0.811
S1 -0.869 -1.792 -0.027
C3 -2.437 -0.524 -0.164
C4 -2.445 0.835 -0.591
N2 -3.116 0.743 0.514
H1 1.443 -1.463 2.072
H2 1.793 0.148 1.408
H3 0.054 -0.193 1.931
H4 1.956 0.000 -1.168
H5 0.187 0.188 -1.660
H6 0.816 0.974 -0.273
H7 -3.270 -1.079 -0.768
H8 -1.960 1.670 -1.067


Most stable structure - entry 1; separation to the second - 0.951 eV.


Entry 1
# C3H10NO2

A cluster of 2 separate species, C3H10NO2 in total (ωB97M-V/def2-TZVPD, the Open Molecules 2025 dataset).

Gap between HOMO and LUMO, Eh: 0.2437
Charge: -1
Highest occupied orbital energy, eV: -2.6

Cartesian coordinates (Å):
C1 -0.603 0.583 -0.869
C2 -0.024 -0.843 -0.661
C3 1.640 -0.687 -1.034
O1 2.070 0.537 -1.177
N1 -1.501 0.965 0.291
H1 -1.096 0.556 -1.841
H2 0.328 1.178 -0.919
H3 -0.037 -1.214 0.349
H4 -0.330 -1.471 -1.497
H5 1.794 -1.281 -1.969
H6 2.122 -1.343 -0.212
H7 -1.518 1.980 0.252
H8 -2.376 0.536 0.013
H9 -0.913 -0.550 2.044
H10 -1.444 0.434 2.931
O2 -1.070 -0.440 2.989


Entry 2
# C3H10NO2

A cluster of 2 separate species, C3H10NO2 in total (ωB97M-V/def2-TZVPD, the Open Molecules 2025 dataset).

Gap between HOMO and LUMO, Eh: 0.2684
Charge: -1
Highest occupied orbital energy, eV: -3.2

Cartesian coordinates (Å):
C1 0.302 0.613 1.005
N1 0.493 -0.102 -0.255
C2 -0.861 -0.264 -0.936
C3 -1.515 -1.677 -0.279
O1 -0.452 -2.234 0.402
H1 1.254 0.783 1.724
H2 -0.521 0.391 1.727
H3 0.106 1.711 0.860
H4 0.589 -1.118 0.040
H5 -0.464 -0.511 -1.880
H6 -1.617 0.537 -0.924
H7 -1.766 -2.235 -1.175
H8 -2.523 -1.476 0.265
H9 2.358 2.400 0.391
H10 1.967 1.241 -0.544
O2 2.650 1.941 -0.423


Entry 3
# C3H10NO2

A cluster of 2 separate species, C3H10NO2 in total (ωB97M-V/def2-TZVPD, the Open Molecules 2025 dataset).

Gap between HOMO and LUMO, Eh: 0.2843
Charge: -1
Highest occupied orbital energy, eV: -3.7

Cartesian coordinates (Å):
C1 -0.652 -0.336 0.250
N1 -0.096 0.881 0.785
C2 1.267 1.173 0.189
O1 1.387 1.055 -1.144
C3 -2.092 -0.601 0.723
H1 -0.010 -1.161 0.552
H2 -0.648 -0.357 -0.847
H3 -0.655 1.677 0.477
H4 1.467 2.211 0.506
H5 1.936 0.498 0.757
H6 -2.128 -0.661 1.809
H7 -2.648 0.302 0.446
H8 -2.456 -1.440 0.141
H9 1.458 -1.826 -1.580
H10 1.680 -0.214 -1.425
O2 2.192 -1.201 -1.638


Entry 4
# C3H10NO2

A cluster of 2 separate species, C3H10NO2 in total (ωB97M-V/def2-TZVPD, the Open Molecules 2025 dataset).

Gap between HOMO and LUMO, Eh: 0.2560
Charge: -1
Highest occupied orbital energy, eV: -2.9

Cartesian coordinates (Å):
C1 1.396 0.136 1.123
N1 0.705 -0.051 -0.158
C2 -0.728 -0.242 0.051
C3 -1.067 -1.716 -0.360
O1 0.105 -2.340 -0.705
H1 2.429 0.419 0.963
H2 1.291 -0.771 1.733
H3 0.983 0.975 1.697
H4 0.876 -1.058 -0.494
H5 -1.262 0.513 -0.566
H6 -1.079 0.027 1.051
H7 -1.803 -1.837 -1.186
H8 -1.579 -2.245 0.490
H9 0.379 2.121 -1.431
H10 -0.591 3.088 -0.712
O2 -0.054 2.979 -1.496


Most stable structure - entry 3; separation to the second - 0.950 eV.